No. 1
90
Properties=species:S:1:pos:R:3:lowdin_charge:R:1 method="wB97M-V/def2-TZVPD" multiplicity=6 homo_energy_ev="-5.17 / -7.89" orbital_gap_ev="4.50 / 5.41"
Ir 1.003 0.568 -0.297 1.340
C -0.172 -0.201 2.555 -0.185
N 0.919 0.116 1.685 -0.140
C 2.067 0.133 2.352 -0.177
C 3.211 0.456 1.687 -0.296
C 4.612 0.552 1.986 -0.001
C 5.205 0.831 0.757 -0.062
C 4.183 0.915 -0.208 -0.137
N 2.984 0.650 0.368 -0.122
C -1.210 0.861 2.722 -0.212
C -1.155 1.831 3.740 -0.039
C -2.011 2.941 3.685 -0.093
C -2.869 3.089 2.604 -0.092
C -2.914 2.136 1.602 -0.062
C -2.129 1.001 1.701 -0.032
H 0.235 -0.386 3.550 0.113
H -0.645 -1.111 2.144 0.119
H 2.141 -0.196 3.409 0.134
H 5.090 0.404 2.942 0.109
H 6.269 0.960 0.599 0.104
H 4.214 1.160 -1.252 0.070
H -0.473 1.734 4.608 0.116
H -2.001 3.690 4.475 0.099
H -3.565 3.936 2.538 0.109
H -3.562 2.320 0.749 0.093
H -2.167 0.231 0.936 0.095
C 0.379 0.406 -5.294 -0.010
N 0.612 1.648 -4.561 -0.086
C 0.131 2.932 -4.879 -0.023
C 0.401 3.751 -3.843 -0.023
N 1.005 2.966 -2.822 0.020
C 1.146 1.691 -3.314 -0.620
S 1.884 0.448 -2.427 0.762
C 1.434 3.432 -1.524 -0.212
C 1.903 4.749 -1.485 0.007
C 2.134 5.363 -0.269 -0.039
C 1.892 4.653 0.894 -0.036
C 1.445 3.347 0.796 -0.065
N 1.315 2.693 -0.402 -0.024
H -0.027 0.588 -6.308 0.106
H -0.327 -0.248 -4.740 0.074
H 1.353 -0.108 -5.377 0.096
H -0.382 3.105 -5.830 0.142
H 0.143 4.808 -3.729 0.137
H 2.092 5.246 -2.439 0.122
H 2.514 6.389 -0.259 0.123
H 2.042 5.109 1.885 0.124
H 1.159 2.791 1.698 0.115
O -2.223 2.984 -1.546 -0.310
S -2.132 1.644 -2.096 0.572
O -2.071 1.487 -3.535 -0.284
O -0.958 0.887 -1.327 -0.598
C -3.479 0.607 -1.535 -0.267
C -4.796 1.107 -1.398 -0.052
C -5.781 0.304 -0.830 -0.084
C -5.522 -1.012 -0.495 -0.070
C -4.260 -1.554 -0.714 -0.050
C -3.279 -0.742 -1.293 -0.245
S -1.600 -1.382 -1.739 0.830
O -1.245 -1.243 -3.141 -0.336
O -1.733 -2.904 -1.308 -0.370
O -0.282 -1.409 -0.494 -0.502
H -5.003 2.122 -1.781 0.128
H -6.756 0.751 -0.639 0.107
H -6.287 -1.629 -0.025 0.111
H -4.059 -2.602 -0.510 0.109
C -1.707 -5.626 3.063 -0.106
C -2.383 -4.466 2.752 -0.095
C -1.982 -3.702 1.655 -0.080
C -0.880 -4.115 0.910 -0.261
C -0.216 -5.287 1.208 -0.114
C -0.633 -6.062 2.285 -0.079
Si -0.205 -3.175 -0.506 0.297
C 1.640 -2.949 0.030 -0.259
C 2.587 -2.519 -0.875 -0.153
C 3.918 -2.349 -0.522 -0.111
C 4.298 -2.571 0.788 -0.114
C 3.333 -2.900 1.744 -0.095
C 2.013 -3.069 1.363 -0.112
H -2.023 -6.218 3.918 0.097
H -3.230 -4.129 3.339 0.099
H -2.521 -2.789 1.414 0.093
H 0.641 -5.610 0.620 0.110
H -0.105 -6.982 2.546 0.103
H 0.243 -4.181 -1.554 0.054
H 2.299 -2.317 -1.918 0.082
H 4.611 -1.999 -1.280 0.102
H 5.344 -2.478 1.083 0.101
H 3.618 -3.025 2.795 0.106
H 1.295 -3.282 2.145 0.102

No. 2
82
Properties=species:S:1:pos:R:3:lowdin_charge:R:1 method="wB97M-V/def2-TZVPD" multiplicity=3 homo_energy_ev="-5.64 / -5.89" orbital_gap_ev="5.01 / 4.46"
C -2.371 -0.762 0.872 -0.154
C -2.521 0.039 -0.292 -0.207
C -2.125 -0.751 -1.413 -0.182
H -2.969 1.028 -0.331 0.103
C -1.600 -1.995 -0.923 -0.213
C -1.801 -2.009 0.489 -0.170
H -1.611 -2.851 1.151 0.100
H -2.707 -0.488 1.872 0.098
H -2.265 -0.475 -2.449 0.071
H -1.218 -2.815 -1.529 0.080
Ni -0.528 -0.472 -0.177 0.256
Si 2.237 1.531 -3.832 0.273
C 0.931 3.010 -4.257 -0.313
C 1.364 4.266 -4.694 -0.131
H 2.422 4.427 -4.896 0.081
C 0.451 5.315 -4.872 -0.105
H 0.810 6.302 -5.179 0.096
C -0.923 5.106 -4.707 -0.112
H -1.641 5.906 -4.897 0.095
C -1.361 3.853 -4.264 -0.098
H -2.426 3.640 -4.153 0.101
C -0.419 2.871 -3.942 -0.165
H -0.790 1.985 -3.423 0.056
C 1.147 -0.158 -4.195 -0.224
C -0.306 -0.290 -4.239 -0.194
H -0.968 0.570 -4.300 0.103
C -0.972 -1.573 -4.451 -0.200
H -2.045 -1.604 -4.689 0.152
C -0.273 -2.759 -4.035 -0.070
H -0.809 -3.687 -3.847 0.134
C 1.101 -2.656 -3.948 -0.126
H 1.715 -3.525 -3.669 0.136
C 1.771 -1.436 -4.211 -0.179
H 2.864 -1.474 -4.230 0.071
H 1.799 1.737 -2.451 -0.025
Si 0.144 -1.113 -5.876 0.790
C 0.638 -2.353 -7.205 -0.218
C -0.071 -2.348 -8.418 -0.081
H -0.879 -1.628 -8.570 0.099
C 0.275 -3.229 -9.450 -0.072
H -0.289 -3.220 -10.385 0.107
C 1.340 -4.124 -9.280 -0.077
H 1.580 -4.848 -10.062 0.107
C 2.084 -4.090 -8.096 -0.075
H 2.928 -4.767 -7.956 0.106
C 1.748 -3.198 -7.072 -0.084
H 2.364 -3.151 -6.178 0.090
C -0.066 0.440 -6.997 -0.252
C -1.331 0.901 -7.358 -0.103
H -2.209 0.261 -7.253 0.105
C -1.474 2.212 -7.833 -0.077
H -2.470 2.594 -8.060 0.105
C -0.350 3.027 -7.993 -0.078
H -0.463 4.083 -8.265 0.110
C 0.925 2.477 -7.828 -0.071
H 1.809 3.077 -8.051 0.112
C 1.067 1.172 -7.347 -0.091
H 2.064 0.740 -7.223 0.115
H 3.254 2.484 -4.269 -0.059
Cl 4.036 0.498 -3.057 0.084
N 1.643 0.540 1.782 0.121
C 1.060 1.591 1.057 -0.253
C 1.532 2.891 1.263 -0.013
C 1.092 3.912 0.427 -0.051
C 0.140 3.601 -0.556 -0.056
C -0.324 2.299 -0.676 -0.103
N 0.131 1.283 0.115 0.059
C 1.993 -0.690 1.210 -0.249
C 3.164 -1.335 1.625 -0.013
C 3.630 -2.420 0.893 -0.058
C 2.912 -2.809 -0.250 -0.066
C 1.747 -2.144 -0.595 -0.081
N 1.235 -1.145 0.176 0.064
H 2.309 0.856 2.482 0.133
H 2.287 3.044 2.045 0.114
H 1.484 4.928 0.520 0.112
H -0.232 4.361 -1.245 0.108
H -1.063 2.022 -1.429 0.093
H 3.699 -0.914 2.484 0.115
H 4.547 -2.940 1.181 0.111
H 3.254 -3.626 -0.877 0.099
H 1.190 -2.372 -1.505 0.083

No. 3
89
Properties=species:S:1:pos:R:3:lowdin_charge:R:1 method="wB97M-V/def2-TZVPD" multiplicity=5 homo_energy_ev="-10.42 / -10.65" de_lowest_kcal_mol=28.06 total_charge=+1 orbital_gap_ev="7.70 / 7.79"
Cr 0.774 -0.423 -0.255 0.817
O 4.987 0.298 -1.066 -0.274
S 3.849 0.834 -0.378 0.592
O 3.138 1.906 -1.017 -0.288
N 2.773 -0.352 0.006 -0.235
C 3.343 -1.636 0.326 -0.241
C 4.606 -1.914 0.794 0.000
C 5.022 -3.245 1.033 -0.042
C 4.212 -4.307 0.784 -0.033
C 2.916 -4.072 0.280 -0.149
C 2.029 -5.102 -0.085 0.019
C 0.813 -4.794 -0.627 -0.031
C 0.448 -3.453 -0.759 -0.109
N 1.223 -2.451 -0.393 0.010
C 2.482 -2.744 0.088 -0.141
C 4.462 1.463 1.161 -0.283
C 3.850 1.168 2.377 -0.079
C 4.394 1.675 3.550 -0.072
C 5.542 2.456 3.503 -0.072
C 6.151 2.741 2.285 -0.062
C 5.616 2.244 1.108 -0.048
H 5.312 -1.113 0.960 0.110
H 6.023 -3.415 1.413 0.117
H 4.547 -5.328 0.945 0.121
H 2.330 -6.138 0.049 0.131
H 0.127 -5.567 -0.951 0.115
H -0.518 -3.196 -1.178 0.107
H 2.976 0.532 2.401 0.095
H 3.931 1.447 4.506 0.108
H 5.973 2.836 4.422 0.108
H 7.053 3.340 2.256 0.112
H 6.083 2.450 0.149 0.124
N -6.561 -6.326 4.406 0.176
C -5.962 -5.586 3.757 -0.162
C -5.201 -4.662 2.936 -0.215
C -5.710 -4.219 1.722 -0.005
C -4.967 -3.366 0.926 0.000
C -3.709 -2.955 1.333 -0.158
C -3.205 -3.378 2.554 0.003
C -3.948 -4.226 3.352 -0.005
N -2.920 -2.115 0.467 0.026
C -3.210 -1.786 -0.850 -0.032
C -2.155 -1.070 -1.302 -0.118
N -1.204 -0.967 -0.298 -0.066
C -1.702 -1.605 0.741 -0.142
H -6.691 -4.544 1.399 0.131
H -5.390 -3.025 -0.011 0.110
H -2.230 -3.060 2.900 0.112
H -3.552 -4.561 4.303 0.131
H -4.114 -2.086 -1.353 0.125
H -2.012 -0.623 -2.278 0.127
H -1.222 -1.677 1.703 0.146
C -3.601 4.105 -1.374 -0.129
C -3.334 3.587 0.040 -0.380
S -3.268 1.782 -0.007 0.902
O -2.349 1.312 1.087 -0.529
C -4.945 1.476 0.620 -0.378
C -5.086 1.820 2.098 -0.125
H -3.653 5.188 -1.380 0.069
H -4.553 3.725 -1.762 0.075
H -2.812 3.793 -2.066 0.066
H -4.112 3.907 0.731 0.079
H -2.360 3.888 0.430 0.078
H -5.102 0.408 0.450 0.069
H -5.629 2.040 -0.027 0.095
H -4.218 1.460 2.651 0.068
H -5.980 1.343 2.507 0.082
H -5.177 2.894 2.264 0.070
S 1.308 5.981 0.203 1.020
C 0.738 4.293 0.114 -0.486
C 0.335 3.692 -1.072 -0.049
C 0.160 2.322 -1.094 -0.118
N 0.351 1.541 -0.019 -0.073
C 0.612 2.148 1.144 -0.117
C 0.822 3.505 1.252 -0.047
C -0.215 6.877 -0.053 -0.522
C -1.029 7.183 1.031 -0.081
C -2.195 7.900 0.794 -0.133
N -2.565 8.322 -0.422 0.068
C -1.752 8.045 -1.446 -0.138
C -0.573 7.324 -1.316 -0.084
H 0.232 4.271 -1.984 0.123
H -0.068 1.815 -2.027 0.129
H 0.661 1.513 2.020 0.124
H 1.093 3.945 2.205 0.120
H -0.750 6.881 2.034 0.107
H -2.858 8.156 1.615 0.110
H -2.061 8.419 -2.420 0.112
H 0.067 7.147 -2.173 0.108

No. 4
89
Properties=species:S:1:pos:R:3:lowdin_charge:R:1 method="wB97M-V/def2-TZVPD" multiplicity=5 homo_energy_ev="-7.54 / -8.27" de_lowest_kcal_mol=14.76 orbital_gap_ev="6.88 / 6.45"
Ir -0.022 0.198 -0.731 1.103
C -2.039 2.853 3.917 -0.054
C -0.519 2.884 3.858 -0.323
O -0.034 2.595 2.558 -0.242
P 1.057 1.461 2.228 0.263
O 1.180 1.399 0.754 -0.432
Te 0.615 -0.467 3.636 1.034
O 2.486 2.075 2.683 -0.264
C 2.851 2.283 4.030 -0.327
C 4.342 2.568 4.114 -0.061
H -2.356 3.181 4.905 0.082
H -2.406 1.842 3.760 0.051
H -2.463 3.513 3.164 0.084
H -0.119 2.156 4.581 0.058
H -0.155 3.883 4.124 0.119
H 2.598 1.386 4.617 0.062
H 2.290 3.133 4.433 0.114
H 4.919 1.669 3.918 0.067
H 4.588 2.925 5.110 0.078
H 4.604 3.327 3.381 0.083
C 1.741 -5.178 -3.505 -0.079
C 0.496 -4.616 -3.270 -0.077
C 0.366 -3.571 -2.372 -0.086
C 1.483 -3.097 -1.693 -0.347
C 2.730 -3.668 -1.924 -0.087
C 2.857 -4.700 -2.835 -0.072
P 1.252 -1.835 -0.397 0.973
C 2.869 -1.026 -0.339 -0.397
C 3.315 -0.569 -1.583 -0.117
C 4.428 0.238 -1.674 -0.067
C 5.092 0.624 -0.519 -0.069
C 4.645 0.191 0.719 -0.068
C 3.535 -0.631 0.815 -0.111
C 1.063 -2.982 1.010 -0.379
C -0.228 -3.306 1.418 -0.125
C -0.424 -4.194 2.460 -0.078
C 0.666 -4.779 3.082 -0.080
C 1.950 -4.480 2.660 -0.076
C 2.155 -3.582 1.628 -0.100
H 1.842 -5.995 -4.206 0.104
H -0.375 -4.990 -3.790 0.104
H -0.593 -3.100 -2.197 0.102
H 3.602 -3.294 -1.405 0.107
H 3.829 -5.132 -3.023 0.106
H 2.770 -0.856 -2.473 0.107
H 4.771 0.577 -2.642 0.108
H 5.941 1.289 -0.585 0.105
H 5.158 0.511 1.615 0.099
H 3.180 -0.951 1.786 0.068
H -1.077 -2.847 0.929 0.102
H -1.424 -4.439 2.784 0.109
H 0.516 -5.476 3.893 0.105
H 2.795 -4.954 3.135 0.106
H 3.160 -3.359 1.301 0.104
O -2.136 -0.246 3.142 -0.099
C -2.057 -0.145 1.916 -0.664
O -0.960 -0.197 1.299 -0.329
C -3.323 0.018 1.116 -0.107
C -4.519 -0.461 1.649 0.009
C -5.684 -0.380 0.913 0.020
C -5.644 0.191 -0.355 -0.148
C -4.462 0.701 -0.883 0.024
C -3.301 0.608 -0.143 -0.015
N -6.842 0.234 -1.152 -0.359
O -7.891 -0.062 -0.616 0.083
O -6.724 0.549 -2.321 0.079
H -4.506 -0.897 2.637 0.123
H -6.623 -0.756 1.289 0.120
H -4.487 1.162 -1.859 0.122
H -2.367 1.003 -0.544 0.059
C -1.344 -3.659 -7.882 -0.052
C -2.122 -3.265 -9.101 -0.750
O -2.420 -4.003 -9.996 0.013
S -2.617 -1.550 -9.227 1.019
C -2.172 -0.864 -7.632 -0.554
C -3.064 -0.994 -6.575 -0.098
C -2.707 -0.554 -5.320 -0.018
C -1.448 0.024 -5.109 -0.259
C -0.604 0.248 -6.205 -0.021
C -0.968 -0.191 -7.463 -0.100
C -1.021 0.283 -3.792 -0.142
C -0.639 0.364 -2.629 -0.248
H -0.851 -4.608 -8.088 0.089
H -2.025 -3.782 -7.041 0.090
H -0.615 -2.899 -7.612 0.072
H -4.026 -1.452 -6.750 0.111
H -3.378 -0.672 -4.483 0.116
H 0.338 0.752 -6.048 0.118
H -0.324 -0.035 -8.316 0.109

No. 5
80
Properties=species:S:1:pos:R:3:lowdin_charge:R:1 method="wB97M-V/def2-TZVPD" homo_energy_ev=-10.64 de_lowest_kcal_mol=0.00 total_charge=+1 orbital_gap_ev=6.72
C -5.792 -2.773 2.188 -0.042
C -4.817 -1.637 2.288 -0.249
C -3.726 -1.732 3.155 0.018
C -2.799 -0.692 3.274 -0.192
C -1.681 -0.788 4.261 -0.021
C -2.952 0.439 2.470 -0.146
N -2.027 1.521 2.584 0.081
C -0.699 1.543 2.213 -0.071
C -0.010 0.504 1.434 -0.273
C 1.446 0.540 1.449 0.031
C 2.243 0.213 0.360 -0.150
C 3.693 0.023 0.568 -0.136
C 4.506 -0.295 -0.545 -0.007
C 5.888 -0.145 -0.504 -0.051
C 6.511 0.180 0.705 -0.065
C 5.743 0.327 1.865 -0.067
C 4.349 0.199 1.814 -0.017
O -0.713 -0.363 0.862 0.117
N -0.269 2.803 2.405 -0.023
C 1.030 3.351 2.050 0.021
C -1.278 3.564 2.991 0.019
C -2.369 2.781 3.092 0.021
C -4.062 0.585 1.632 -0.189
C -4.235 1.808 0.795 -0.029
C -4.977 -0.472 1.536 0.008
H -6.539 -2.575 1.415 0.079
H -5.280 -3.711 1.940 0.089
H -6.319 -2.936 3.137 0.092
H -3.594 -2.627 3.767 0.131
H -1.594 0.113 4.883 0.091
H -1.873 -1.636 4.926 0.090
H -0.717 -0.965 3.765 0.085
H 1.912 0.801 2.397 0.104
H 0.651 0.135 -0.856 0.082
H 4.055 -0.686 -1.463 0.098
H 6.452 -0.269 -1.435 0.117
H 7.583 0.355 0.731 0.110
H 6.222 0.538 2.821 0.109
H 3.786 0.188 2.754 0.109
H 0.964 4.439 2.169 0.106
H 1.812 2.972 2.722 0.108
H 1.298 3.120 1.008 0.103
H -1.114 4.597 3.262 0.141
H -3.359 2.997 3.469 0.149
H -5.176 1.727 0.237 0.094
H -4.278 2.728 1.390 0.074
H -3.423 1.911 0.062 0.067
H -5.831 -0.374 0.859 0.124
C 4.560 0.612 -5.406 -0.065
C 4.124 1.885 -5.013 -0.063
C 3.209 2.022 -3.972 -0.010
C 2.788 0.901 -3.229 -0.146
C 2.109 1.192 -1.923 -0.280
C 1.732 0.067 -0.918 -0.117
N -0.437 -0.512 -2.599 0.104
C -1.198 0.534 -2.293 -0.124
C -2.573 0.423 -1.988 -0.056
C -3.110 -0.838 -1.819 -0.007
C -2.269 -1.965 -1.919 -0.152
C -0.886 -1.748 -2.296 -0.220
C 0.051 -2.803 -2.190 -0.009
C -0.392 -4.103 -1.963 -0.060
C -1.759 -4.333 -1.687 -0.074
C -2.664 -3.283 -1.590 -0.027
O 1.790 2.345 -1.623 0.067
C 3.094 -0.377 -3.740 -0.040
C 4.006 -0.522 -4.793 -0.065
H 5.325 0.508 -6.181 0.111
H 4.507 2.775 -5.512 0.110
H 2.853 3.011 -3.691 0.119
H 1.933 -0.921 -1.357 0.111
H -0.695 1.508 -2.304 0.114
H -3.149 1.342 -1.867 0.094
H -4.150 -0.987 -1.510 0.118
H 1.115 -2.540 -2.235 0.091
H 0.327 -4.925 -1.981 0.109
H -2.103 -5.358 -1.541 0.107
H -3.709 -3.450 -1.307 0.115
H 2.624 -1.268 -3.321 0.096
H 4.306 -1.517 -5.135 0.111

no.,molecular weight (g/mol)
1,986.2
2,697.1
3,799.0
4,1060.5
5,578.7